(1)
{
  "formula": "C12H22FNO9",
  "method": "ωB97M-V/def2-TZVPD",
  "species": ["F", "O", "O", "O", "O", "O", "O", "O", "O", "O", "N", "C", "C", "C", "C", "C", "C", "C", "C", "C", "C", "C", "C", "H", "H", "H", "H", "H", "H", "H", "H", "H", "H", "H", "H", "H", "H", "H", "H", "H", "H", "H", "H", "H", "H"],
  "positions_angstrom": [[1.0097, 0.1945, -0.3625], [-3.1014, -1.7480, -1.2332], [-3.1887, 4.9656, -1.7467], [-0.1979, 0.1579, 5.9536], [-3.8922, -3.8098, -1.2180], [-1.0441, 4.7172, -1.2569], [-1.8405, -3.3078, -1.7745], [-0.2279, -1.5443, 4.5330], [-2.2488, 3.0192, -1.5808], [1.3017, -0.0683, 4.3666], [3.7202, -0.1601, -1.2429], [0.5349, -2.0098, 3.4207], [0.8221, 3.9002, 0.0819], [1.4560, -0.8490, 3.2445], [-0.1539, -2.2692, -2.9730], [-1.9465, -1.0163, -1.4826], [-1.0235, 2.4125, -1.1958], [0.2199, -0.4682, 4.9923], [-0.1363, 3.7089, -1.1528], [-2.2560, 4.2280, -1.6080], [-0.3233, -2.1459, 2.1170], [-2.9377, -2.9598, -1.3773], [-1.0110, -2.2781, -1.6351], [0.6135, -1.3462, -3.1174], [-0.0032, 3.8098, 0.7430], [1.2541, 4.9547, 0.3552], [0.4903, -3.0016, -3.1213], [-2.0550, -0.4079, -2.3623], [1.1080, -2.8605, 3.8137], [-1.1969, -2.6673, 2.2856], [0.4100, -2.6742, 1.3028], [-1.3699, -0.4000, -0.6424], [-0.7382, -2.1734, -3.8831], [1.2227, -0.3815, 2.4099], [-0.7719, -1.2089, 1.8530], [-0.3656, -2.3954, -0.7111], [3.8813, 0.3123, -2.0317], [1.5414, 3.1723, 0.0642], [4.4810, -0.8268, -0.7466], [3.0774, -0.8536, -1.4000], [2.3956, -1.3914, 3.1253], [-0.8596, 1.6670, -0.4237], [-0.6825, 1.6690, -1.8502], [3.3130, 0.4274, -0.5244], [0.7197, 3.9070, -2.0080]],
  "mulliken_charge": [-0.766, -0.306, -0.604, -0.613, -0.727, -0.381, -0.277, -0.366, -0.293, -0.339, -0.380, 0.187, -1.181, -0.405, -1.579, 0.425, -0.448, 0.642, 0.688, 0.609, -1.254, 0.572, 1.361, 0.200, 0.335, 0.286, 0.544, 0.268, 0.431, 0.542, 0.255, -0.352, 0.424, 0.379, 0.266, -0.653, 0.309, 0.248, 0.447, 0.227, 0.272, 0.276, 0.306, 0.303, 0.120],
  "spin_multiplicity": 1,
  "charge": 0,
  "gap_ev": 7.983,
  "relative_energy_kcal_mol": 61.51,
  "homo_ha": -0.35826,
  "largest_force_ev_per_a": 13.55
}

=====

(2)
{
  "formula": "C12H22N2O16S4",
  "method": "ωB97M-V/def2-TZVPD",
  "species": ["S", "S", "S", "S", "O", "O", "O", "O", "O", "O", "O", "O", "O", "O", "O", "O", "O", "O", "O", "O", "N", "N", "C", "C", "C", "C", "C", "C", "C", "C", "C", "C", "C", "C", "H", "H", "H", "H", "H", "H", "H", "H", "H", "H", "H", "H", "H", "H", "H", "H", "H", "H", "H", "H", "H", "H"],
  "positions_angstrom": [[18.0800, 13.8980, 8.8210], [13.2497, 8.4705, 9.3034], [11.8275, 16.8632, 6.7944], [10.4370, 11.7421, 7.9547], [14.2887, 7.5022, 9.4193], [11.9437, 7.5443, 9.3083], [11.2237, 12.7898, 7.1113], [17.1841, 15.1740, 8.5091], [13.2335, 9.4962, 10.2745], [13.0379, 8.9514, 7.7721], [11.1811, 17.8738, 7.8630], [13.2696, 17.0126, 6.8635], [9.7930, 10.8949, 6.7293], [9.4488, 12.5881, 8.6227], [19.4698, 14.2581, 8.7540], [11.2994, 15.5956, 7.5719], [17.6830, 13.0888, 9.9937], [11.1309, 16.9944, 5.5109], [11.1916, 10.9272, 8.8023], [17.5267, 13.0860, 7.5623], [15.0279, 7.4656, 4.8015], [14.1285, 13.0420, 6.9689], [11.4199, 7.2814, 7.9885], [14.3397, 12.5676, 8.0129], [12.4939, 7.7941, 7.0515], [11.1063, 17.1949, 9.1681], [14.4539, 12.2493, 9.4616], [11.1807, 12.5049, 5.6972], [16.9444, 15.2891, 7.0779], [15.7530, 7.4215, 5.6720], [16.5496, 7.3754, 6.9318], [9.9075, 11.7011, 5.4637], [11.5391, 15.6862, 8.9635], [17.4005, 13.9632, 6.4501], [17.5042, 16.1403, 6.7060], [11.3064, 6.2043, 7.8903], [10.4597, 7.7411, 7.8982], [17.0567, 8.3335, 7.0997], [18.3343, 13.9998, 5.8751], [11.7647, 17.7377, 9.7994], [12.0942, 11.9190, 5.4526], [15.9093, 15.4345, 6.8682], [10.1141, 17.2526, 9.5032], [16.6636, 13.5078, 5.7374], [13.2263, 7.0328, 6.8238], [9.0576, 12.3608, 5.3265], [15.4985, 12.0876, 9.6742], [10.8309, 15.0410, 9.4026], [9.8773, 10.9752, 4.6733], [14.1334, 13.1150, 10.0792], [11.0465, 13.4507, 5.1606], [13.8655, 11.3899, 9.6599], [15.7568, 7.4232, 7.6870], [12.5751, 15.3808, 9.1282], [17.2511, 6.5771, 7.0100], [12.0781, 8.1617, 6.1137]],
  "mulliken_charge": [1.139, 1.277, 1.132, 0.945, -0.693, -0.358, -0.090, -0.290, -0.621, -0.052, -0.339, -0.538, -0.351, -0.679, -0.584, -0.126, -0.562, -0.592, -0.368, -0.267, -0.463, -0.528, -0.328, 0.514, -0.451, -0.372, -0.453, -0.329, -0.097, 0.363, -0.309, -0.373, -0.309, -0.340, 0.270, 0.304, 0.266, 0.185, 0.283, 0.285, 0.283, 0.154, 0.317, 0.286, 0.252, 0.299, 0.292, 0.298, 0.339, 0.301, 0.264, -0.029, -0.054, 0.221, 0.340, 0.335],
  "spin_multiplicity": 1,
  "smiles": "O=S1(=O)OCCO1.O=S1(=O)OCCO1.O=S1(=O)OCCO1.O=S1(=O)OCCO1.CC#N.CC#N",
  "charge": 0,
  "gap_ev": 11.413,
  "relative_energy_kcal_mol": 23.52,
  "homo_ha": -0.40723,
  "largest_force_ev_per_a": 5.06
}

=====

(3)
{
  "formula": "C12H22N3O5PTl",
  "method": "ωB97M-V/def2-TZVPD",
  "species": ["Tl", "P", "O", "O", "O", "O", "O", "N", "N", "N", "C", "C", "C", "C", "C", "C", "C", "C", "C", "C", "C", "C", "H", "H", "H", "H", "H", "H", "H", "H", "H", "H", "H", "H", "H", "H", "H", "H", "H", "H", "H", "H", "H", "H"],
  "positions_angstrom": [[-1.8570, 2.7614, -0.6478], [0.7470, -1.0052, 0.3583], [-2.9331, -0.7557, -2.3329], [-2.9148, 0.8075, 2.7131], [0.4547, 0.4314, 0.0316], [1.3330, 3.8029, 1.5812], [1.0011, 2.5533, -3.5131], [0.1908, -1.4064, 1.8935], [0.1137, -2.0072, -0.8506], [2.4341, -1.2647, 0.3561], [-2.5610, 1.3193, 1.7584], [0.3905, -0.3413, 2.9051], [0.5028, -1.6263, -2.2355], [-3.6907, 6.0973, -0.9137], [3.0012, -2.6063, 0.3788], [-2.4939, 0.1794, -1.8420], [-0.2309, -3.4271, -0.7062], [0.4220, 3.5350, 0.9490], [0.2601, -2.7403, 2.5050], [3.3150, -0.3123, -0.3247], [-4.4618, 5.2556, -1.6254], [0.2021, 2.6131, -2.7050], [3.2556, -0.4282, -1.4204], [-3.8467, 6.2539, 0.1541], [1.5121, -2.0157, -2.4749], [1.4514, -0.3108, 3.2167], [-0.2154, -2.0473, -2.9532], [-5.2776, 4.6975, -1.1646], [-0.9898, -3.5855, 0.0741], [0.1145, 0.6454, 2.4964], [-0.2352, -0.5756, 3.7774], [1.2826, -2.9703, 2.8494], [4.3478, -0.5183, -0.0090], [0.6576, -4.0435, -0.4844], [4.0596, -2.5533, 0.6563], [3.0641, 0.7221, -0.0655], [-4.3333, 5.1327, -2.7014], [-0.0883, -3.5330, 1.8249], [-0.6620, -3.7942, -1.6441], [2.9543, -3.0815, -0.6133], [-0.3894, -2.7517, 3.3870], [0.5126, -0.5281, -2.3504], [2.5039, -3.2663, 1.0949], [-2.9035, 6.6884, -1.3829]],
  "mulliken_charge": [0.931, -0.195, -0.096, -0.079, -0.390, -0.088, -0.084, 0.335, 0.434, 0.367, 0.096, -0.909, -0.964, -0.193, -0.789, 0.105, -0.924, 0.110, -0.901, -0.750, -0.266, 0.105, 0.329, 0.338, 0.317, 0.337, 0.413, 0.350, 0.318, 0.100, 0.393, 0.385, 0.414, 0.372, 0.400, 0.218, 0.345, 0.220, 0.385, 0.337, 0.362, 0.212, 0.268, 0.333],
  "spin_multiplicity": 1,
  "charge": 3,
  "gap_ev": [6.015, 3.495],
  "homo_ha": [-0.65841, -0.66443],
  "largest_force_ev_per_a": 3.51
}

=====

(4)
{
  "formula": "C12H22N4",
  "method": "ωB97M-V/def2-TZVPD",
  "species": ["N", "N", "N", "N", "C", "C", "C", "C", "C", "C", "C", "C", "C", "C", "C", "C", "H", "H", "H", "H", "H", "H", "H", "H", "H", "H", "H", "H", "H", "H", "H", "H", "H", "H", "H", "H", "H", "H"],
  "positions_angstrom": [[1.0072, -0.1441, 4.3002], [-0.1791, 1.6414, 3.9694], [-0.5163, -1.4518, -5.1316], [0.3297, -1.0311, -3.2372], [0.0669, 0.2993, 3.4755], [-0.6604, -2.0143, -3.0071], [-0.9570, 2.5787, 3.1012], [-1.0082, -1.2494, -6.4988], [0.5986, 1.9139, 5.0334], [0.4432, 0.4220, -1.2283], [-1.6676, 1.9192, 1.9547], [0.4083, -0.6061, -4.5500], [-1.2612, -2.1736, -4.2369], [1.1874, -0.5290, -2.1739], [1.6479, -1.4544, 4.1174], [1.3189, 0.7836, 5.3428], [1.1458, 0.0393, -5.0039], [-1.7301, 3.1238, 3.6427], [1.0467, -2.0203, 3.4057], [2.6810, -1.3367, 3.7902], [-0.9260, -2.4082, -2.0372], [2.1017, 0.4810, 6.0226], [0.5167, 2.9266, 5.3997], [-0.5485, 0.1429, -0.8722], [-0.3329, -0.1984, 2.6043], [-2.3435, 1.1475, 2.3230], [2.1472, -0.2412, -2.6030], [-1.5877, -0.3263, -6.4886], [-0.2508, 3.2773, 2.6525], [-0.1990, -1.4566, -7.1989], [-1.7818, -1.9731, -6.7557], [1.7059, -1.8748, 5.1214], [-2.0587, -2.8575, -4.4874], [-0.8963, 1.4760, 1.3248], [-2.1610, 2.6990, 1.3744], [0.2500, 1.4174, -1.6283], [0.9079, 0.4195, -0.2424], [1.5553, -1.3615, -1.5742]],
  "mulliken_charge": [0.103, 0.189, 0.107, 0.152, -0.031, -0.367, -0.186, -0.917, -0.051, -0.931, -1.023, -0.016, -0.298, -0.862, -0.723, -0.310, 0.390, 0.367, 0.304, 0.370, 0.403, 0.508, 0.542, 0.384, 0.423, 0.418, 0.425, 0.378, 0.345, 0.349, 0.349, 0.359, 0.413, 0.025, 0.396, 0.363, 0.305, 0.350],
  "spin_multiplicity": 2,
  "charge": 3,
  "gap_ev": [6.646, 2.435],
  "homo_ha": [-0.65326, -0.65326],
  "largest_force_ev_per_a": 5.69
}

=====

(5)
{
  "formula": "C12H22N4O6P",
  "method": "ωB97M-V/def2-TZVPD",
  "species": ["P", "O", "O", "O", "O", "O", "O", "N", "N", "N", "N", "C", "C", "C", "C", "C", "C", "C", "C", "C", "C", "C", "C", "H", "H", "H", "H", "H", "H", "H", "H", "H", "H", "H", "H", "H", "H", "H", "H", "H", "H", "H", "H", "H", "H"],
  "positions_angstrom": [[2.1361, 3.1821, 2.0386], [2.5685, 1.7733, 2.5810], [2.1676, 4.0514, 3.2172], [0.6138, 3.1377, 1.5791], [0.0136, -2.2244, 1.4535], [2.7148, 4.0539, -0.6009], [-4.3579, -1.7765, -0.1780], [-2.3740, -2.6510, 0.1650], [1.0544, -3.8740, 0.3958], [-2.2074, 0.1165, -0.9233], [-0.5961, 1.5359, -0.4717], [3.2181, 3.7279, 0.6850], [0.0289, -3.0301, 0.5313], [-1.1177, -3.0185, -0.4977], [-3.9308, -3.8020, -1.3622], [-0.8245, -1.9755, -1.6065], [-1.0029, -0.5219, -1.1935], [2.0707, 6.1667, 0.6219], [3.1350, 5.1868, 0.1353], [1.2394, -4.9059, -0.6270], [-1.9346, 1.3618, -0.4846], [-3.5830, -2.6990, -0.3846], [0.0010, 0.3648, -0.9090], [1.7554, -3.8022, 1.1197], [4.0574, 5.6841, -0.1891], [2.1892, 6.3607, 1.6926], [0.5388, -5.7284, -0.4635], [2.1671, 7.1160, 0.0861], [0.1936, -2.1186, -1.9741], [-3.6924, -4.7674, -0.9184], [-3.1274, -0.3324, -0.9137], [0.2261, 3.2330, 2.4661], [3.1106, 2.0429, 3.3385], [-2.2778, -2.0429, 0.9688], [1.0926, -4.4941, -1.6269], [-2.6692, 2.0777, -0.1248], [-3.3793, -3.6739, -2.2900], [1.0669, 5.7699, 0.4431], [-5.0003, -3.7651, -1.5690], [2.2548, -5.3037, -0.5660], [-1.2046, -4.0132, -0.9343], [1.0657, 0.1625, -0.9492], [4.1932, 3.2432, 0.7497], [-0.1034, 2.3361, -0.0598], [-1.4897, -2.1641, -2.4505]],
  "mulliken_charge": [0.835, -0.518, -0.735, -0.539, -0.677, -0.439, -0.704, -0.065, -0.115, 0.109, 0.124, 0.115, -0.165, 0.084, -1.155, -0.809, 0.426, -1.196, -0.058, -0.813, -0.402, 0.721, -0.630, 0.324, 0.425, 0.287, 0.297, 0.372, 0.427, 0.349, 0.241, 0.310, 0.355, 0.291, 0.257, 0.434, 0.242, 0.289, 0.356, 0.330, 0.556, 0.413, 0.436, 0.236, 0.379],
  "spin_multiplicity": 1,
  "charge": 1,
  "gap_ev": 10.205,
  "relative_energy_kcal_mol": 0.00,
  "homo_ha": -0.46664,
  "largest_force_ev_per_a": 2.54
}

=====

DFT total energy list, top to bottom, in a.u.: -1301.9727, -3376.3966, -1523.5979, -688.3171, -1482.1489